{
  "formula": "C5H25N2O8",
  "method": "ωB97M-V/def2-TZVPD",
  "de_lowest_kcal_mol": 34.02,
  "total_charge": 1,
  "species": ["O", "C", "C", "C", "C", "N", "C", "N", "H", "H", "H", "H", "H", "H", "H", "H", "H", "H", "H", "H", "H", "O", "H", "H", "O", "H", "H", "O", "H", "H", "O", "H", "H", "O", "H", "H", "O", "H", "H", "O"],
  "positions_angstrom": [[2.08076, -0.85235, -0.87513], [3.01492, -0.18566, -0.50761], [3.14941, 1.30760, -0.54926], [2.55183, 1.79134, 0.82785], [1.03861, 1.83394, 0.78114], [-1.50670, 0.94759, -0.07159], [-0.86468, 0.35073, 0.91553], [0.33573, 0.66017, 1.30846], [3.87951, -0.65326, 0.00803], [4.15347, 1.71838, -0.61058], [2.59061, 1.74093, -1.37595], [2.91856, 1.14279, 1.62741], [3.05900, 2.73291, 0.99952], [0.65905, 1.94373, -0.22491], [0.73976, 2.75914, 1.27858], [-1.12534, 1.70704, -0.61235], [-2.51149, 1.06078, -0.00647], [-1.54413, -0.40550, 1.30034], [0.76645, 0.12206, 2.06242], [-3.47792, 0.03006, 2.48930], [-4.58542, 0.56796, 1.66252], [-3.69297, 0.80257, 1.94828], [-1.70304, -2.93838, 2.74939], [-1.83295, -2.87677, 1.24956], [-1.96857, -2.35655, 2.03160], [-4.30284, -1.54597, -1.31185], [-3.17283, -0.76473, -1.93702], [-3.41815, -1.21468, -1.12133], [-1.07671, -0.68943, -1.43018], [0.28496, -1.36418, -1.30428], [-0.61318, -1.50869, -1.62651], [1.48998, -1.06492, 3.96723], [2.83622, -0.71381, 3.35336], [1.93499, -0.96291, 3.11815], [-0.33472, 0.65718, -3.14103], [-1.12486, 2.10972, -3.14506], [-0.85605, 1.33181, -2.65524], [1.45763, -0.27262, -2.97238], [0.48300, -1.46510, -3.12956], [0.79356, -0.64561, -3.56271]],
  "forces_ev_per_a": [[-0.02, 0.36, -0.11], [1.28, 0.08, 0.21], [-0.84, 0.21, 0.47], [0.83, -0.86, -1.19], [-0.36, 0.72, 0.10], [-0.01, 1.50, 0.07], [-1.63, 0.50, -0.64], [0.32, -0.14, 0.45], [-0.21, -0.30, -0.03], [0.32, -0.68, -0.07], [-0.23, 0.03, 0.00], [-0.14, -0.07, 0.03], [-0.65, 0.47, 0.25], [0.53, 0.12, -0.43], [-0.44, -0.26, 0.43], [0.41, -0.16, -0.14], [-0.11, -1.02, 0.19], [1.05, -0.38, 0.94], [0.09, -0.09, -0.18], [0.18, 0.11, 0.05], [-0.02, 0.30, -0.12], [-0.22, -0.51, 0.04], [-0.05, -0.01, 0.12], [0.01, -0.36, -0.86], [-0.02, 0.42, 0.71], [0.02, -0.08, 0.10], [0.08, -0.07, -0.11], [-0.29, 0.22, 0.01], [-0.04, 0.04, -0.10], [-0.05, 0.03, 0.26], [-0.13, -0.72, 0.67], [0.02, -0.13, 0.05], [0.02, -0.08, -0.02], [-0.09, 0.22, 0.11], [-0.05, 0.27, -0.60], [0.31, -0.31, -0.68], [-0.23, 0.16, 0.95], [0.10, -0.33, -0.03], [-0.02, 0.66, -0.33], [0.29, 0.13, -0.57]],
  "mulliken_charge": [-0.522, -0.027, -0.659, -0.867, -0.288, -0.064, -0.021, 0.231, 0.321, 0.392, 0.331, 0.250, 0.402, 0.215, 0.321, 0.144, 0.284, 0.358, 0.154, 0.297, 0.319, -0.636, 0.288, 0.302, -0.604, 0.264, 0.290, -0.546, 0.119, 0.632, -0.681, 0.306, 0.322, -0.674, 0.416, 0.238, -0.547, 0.344, 0.355, -0.759]
}

{
  "formula": "C5H25N3O6",
  "method": "ωB97M-V/def2-TZVPD",
  "de_lowest_kcal_mol": 68.22,
  "smiles": "[H]/N=C/NCC[C@H](C)N.O.O.O.O.O.O",
  "species": ["H", "N", "C", "N", "C", "C", "C", "C", "N", "H", "H", "H", "H", "H", "H", "H", "H", "H", "H", "H", "H", "O", "H", "H", "O", "H", "H", "O", "H", "H", "O", "H", "H", "O", "H", "H", "O", "H", "H"],
  "positions_angstrom": [[-3.94307, -0.85147, -2.30642], [-3.15499, -0.63551, -1.74965], [-2.37607, -1.54552, -1.39377], [-1.07267, -1.52222, -0.86074], [-0.11565, -2.69311, -1.14542], [1.03735, -2.58941, -0.05800], [1.85498, -1.31235, -0.28505], [3.20656, -1.43566, -1.32605], [2.35544, -0.78198, 0.97858], [-2.56529, -2.56296, -1.92854], [-1.10649, -1.17238, 0.13505], [-0.64336, -3.72060, -1.17362], [0.23361, -2.74089, -2.18465], [1.83500, -3.42301, 0.00308], [0.60156, -2.86015, 0.89911], [1.15521, -0.60363, -0.73198], [4.01970, -1.67209, -0.70307], [3.30333, -0.42064, -1.75742], [3.01862, -2.33318, -1.90106], [2.12986, 0.20518, 1.14116], [3.37616, -0.69874, 1.12734], [0.12067, 4.83787, -0.60078], [0.68034, 5.12391, 0.15498], [-0.68145, 4.55664, -0.16349], [-0.18238, 1.68529, -3.58981], [-0.95242, 2.06425, -4.00134], [0.05610, 2.13646, -2.76594], [-0.53576, 1.80981, 0.26339], [-0.84746, 1.05604, -0.04409], [-0.67836, 2.44003, -0.44395], [-0.83698, 0.54018, 3.72077], [0.13980, 0.26781, 4.00047], [-0.61709, 0.98092, 2.89727], [-2.78654, -0.99045, 2.74596], [-2.25597, -0.18827, 3.04544], [-2.53162, -1.60630, 3.47622], [-0.54886, 3.91997, 2.00142], [-0.72647, 2.95991, 1.74157], [0.03465, 3.77624, 2.78304]],
  "forces_ev_per_a": [[-0.70, -0.90, -0.22], [1.32, 2.56, 1.97], [0.46, -3.71, -3.80], [-0.29, 0.22, 1.39], [-0.79, -1.10, 1.06], [1.08, -2.16, -1.48], [1.91, 0.58, -0.52], [-3.92, 0.30, 1.71], [0.73, 1.59, 1.45], [0.32, 0.87, 1.20], [0.50, -0.87, -1.36], [0.37, 1.48, 0.95], [0.21, 1.20, 0.19], [-1.29, 0.59, -1.14], [-0.33, 1.39, 0.50], [0.34, 0.22, -0.03], [1.16, -0.10, 0.89], [0.08, -1.06, -0.37], [0.10, 0.43, -1.08], [-0.64, -0.49, -0.37], [-0.70, -0.93, -0.73], [0.80, 0.30, 0.21], [-0.61, -0.41, -0.74], [-0.27, 0.17, 0.36], [0.90, -0.60, 0.34], [-0.35, 0.49, 0.27], [-0.48, 0.13, -0.62], [2.29, 5.13, 2.33], [-2.45, -5.81, -2.32], [0.16, 0.33, -0.09], [3.92, -0.35, 1.08], [-3.20, 0.54, -0.57], [-0.19, 0.28, -0.46], [1.08, 0.47, 1.34], [-1.03, -1.53, -0.56], [-0.47, 0.52, -1.00], [0.41, -2.15, 0.96], [0.19, 1.80, -0.03], [-0.64, 0.55, -0.73]],
  "mulliken_charge": [0.243, -0.588, -0.106, 0.047, -0.758, -0.987, 0.668, -1.296, -0.648, 0.230, 0.195, 0.410, 0.349, 0.305, 0.376, 0.030, 0.395, 0.340, 0.379, 0.214, 0.246, -0.633, 0.329, 0.312, -0.632, 0.307, 0.313, -0.510, 0.266, 0.208, -0.696, 0.348, 0.287, -0.668, 0.399, 0.287, -0.640, 0.365, 0.314]
}

{
  "formula": "C5H25NO7",
  "method": "ωB97M-V/def2-TZVPD",
  "de_lowest_kcal_mol": 30.12,
  "total_charge": 1,
  "spin_multiplicity": 2,
  "s_squared": 0.771,
  "species": ["C", "N", "C", "C", "C", "C", "H", "H", "H", "H", "H", "H", "H", "H", "H", "H", "H", "H", "H", "O", "H", "H", "O", "H", "H", "O", "H", "H", "O", "H", "H", "O", "H", "H", "O", "H", "H", "O"],
  "positions_angstrom": [[1.70351, 2.22715, 1.76928], [0.44414, 2.41265, 1.03347], [-0.24120, 1.22575, 0.92029], [-1.53437, 1.07103, 1.30071], [-2.42663, -0.09088, 1.04890], [0.64558, 0.01434, 0.68083], [1.95884, 3.18314, 2.29815], [1.63122, 1.47675, 2.59919], [2.63306, 2.01094, 1.30378], [0.07054, 3.35632, 1.18477], [-2.06656, 1.89296, 1.73127], [-3.03422, -0.20742, 2.00004], [-2.99387, -0.27329, 0.07630], [-1.92416, -1.03387, 1.21855], [0.07054, -0.91611, 0.51754], [1.18695, -0.17487, 1.59475], [1.26319, 0.06520, -0.19629], [-1.74571, -0.65007, -3.22274], [-0.41019, -0.16629, -3.95733], [-0.84143, -0.88205, -3.48034], [-0.09493, -1.72527, -2.03768], [1.06189, -2.83951, -2.11133], [0.47147, -2.34323, -1.53881], [1.75748, 1.27294, -3.45476], [0.84925, 0.93408, -2.34704], [0.80788, 1.26628, -3.24679], [-0.31885, -3.15881, 0.95148], [-1.53488, -3.05439, 1.84704], [-0.57509, -3.11855, 1.89363], [0.05263, 0.02792, 4.29649], [0.74942, -0.71487, 3.41057], [0.96870, 0.06975, 3.95167], [-1.32648, 1.04719, -1.30269], [-2.71202, 0.30780, -1.03685], [-2.16124, 0.79240, -1.69310], [3.33693, -1.07495, -2.52880], [1.79268, -1.41274, -2.58874], [2.48598, -0.81742, -2.88539]],
  "forces_ev_per_a": [[1.05, 1.68, 2.47], [0.38, -1.87, 1.37], [2.40, 0.50, -0.17], [-2.42, 0.28, -1.43], [-0.60, -1.92, 2.24], [-1.59, -0.78, -0.15], [-0.58, -0.55, -0.59], [-0.51, 0.62, -0.85], [0.36, -0.36, -1.53], [-0.64, -0.82, -0.32], [0.04, 0.72, 0.22], [-0.46, 0.73, -1.52], [0.31, 0.47, 2.43], [0.93, -0.25, -0.68], [-0.05, 0.73, 0.12], [0.58, 0.05, -0.12], [0.68, 0.46, -0.17], [0.50, 0.48, -0.41], [-0.18, 0.44, 0.17], [-0.25, -1.16, 0.33], [0.11, -0.38, -0.92], [-0.60, -0.30, -0.27], [0.10, 0.12, 1.18], [-0.38, -0.09, -0.30], [-0.13, -0.25, 0.01], [0.46, 0.66, 0.08], [0.07, -0.18, 0.46], [-0.05, -0.31, 0.19], [0.02, 0.47, -0.75], [0.55, 1.10, 0.92], [1.36, -0.19, -0.18], [-2.08, -1.25, -0.45], [0.04, -0.12, 0.17], [1.21, 1.24, -1.42], [-1.22, -0.32, -0.21], [-0.03, -0.40, 0.14], [0.32, 0.07, 0.29], [0.30, 0.69, -0.36]],
  "mulliken_charge": [-0.774, -0.028, 0.989, -0.665, -0.643, -1.048, 0.345, 0.276, 0.332, 0.367, 0.431, 0.453, 0.329, -0.084, 0.020, 0.373, 0.457, 0.298, 0.345, -0.684, 0.446, 0.289, -0.671, 0.311, 0.301, -0.670, 0.331, 0.299, -0.632, 0.334, 0.333, -0.648, 0.355, 0.178, -0.661, 0.298, 0.271, -0.553]
}